Entry 1:
Below is C21H15Cl5O2Ru as an isolated structure, with properties calculated with ωB97M-V/def2-TZVPD.

Geometry as XYZ:
```
44
Properties=species:S:1:pos:R:3:forces:R:3
Ru 0.21897 -0.03907 -0.26182 -2.35 -1.16 -1.35
C -1.13266 -3.20726 -2.15532 0.00 0.03 -0.01
C -0.47044 -2.66750 -0.92378 0.14 -0.08 -0.33
C 0.90564 -2.43118 -0.89331 -0.09 0.17 -0.21
C 1.52427 -1.88460 0.23671 0.20 0.36 0.03
C 0.74744 -1.54611 1.36546 0.55 0.29 0.29
C -0.63264 -1.75256 1.32941 -0.09 0.38 0.33
C -1.21742 -2.33176 0.20774 -0.15 0.04 -0.05
H -1.19567 -2.42983 -2.92206 -0.01 -0.01 0.06
H -2.14296 -3.54999 -1.94061 0.01 0.02 -0.01
H -0.56534 -4.03839 -2.57342 0.02 0.01 0.02
H 1.50058 -2.61926 -1.77883 0.01 -0.10 0.03
H 2.58586 -1.71475 0.23748 0.10 -0.15 0.02
H 1.21389 -1.13874 2.24826 0.08 -0.07 0.07
H -1.23611 -1.49321 2.18782 -0.03 0.00 -0.01
H -2.28806 -2.49186 0.18994 0.01 0.09 -0.01
Cl -0.95516 2.70902 -0.46266 0.11 -0.06 0.19
C 0.64072 2.77862 0.23507 -0.49 0.00 -0.10
C 1.27829 1.56917 0.47374 0.10 0.08 0.06
C 2.52528 1.67913 1.08852 0.10 -0.37 -0.04
Cl 3.47099 0.27709 1.47506 -0.01 -0.01 -0.01
C 3.09251 2.90898 1.41751 0.03 0.26 0.05
Cl 4.63364 2.99628 2.16145 0.03 -0.04 0.01
C 2.41131 4.09540 1.14605 0.03 -0.09 0.00
Cl 3.09521 5.60863 1.54433 0.02 0.03 0.01
C 1.15873 4.02686 0.55026 0.03 0.06 0.02
Cl 0.27588 5.45508 0.21430 -0.01 -0.03 -0.01
C 1.08363 2.10977 -3.88047 0.10 -0.07 0.02
C 0.24158 1.22900 -3.00273 -0.83 -0.16 -0.55
O 0.84807 0.69530 -2.04822 0.88 0.24 0.75
C -1.14790 0.99878 -3.31880 -0.01 -0.50 1.10
C -1.64104 1.38777 -4.56699 -0.86 0.18 -0.78
C -2.94147 1.13931 -4.95294 0.36 0.10 0.03
C -3.82228 0.48538 -4.06901 0.33 0.22 -0.26
C -3.39106 0.09756 -2.83540 0.71 -0.05 0.55
C -2.04188 0.32697 -2.40318 -0.31 0.52 -1.72
O -1.72866 -0.07029 -1.23011 1.38 -0.07 1.78
H 2.00900 2.33769 -3.35941 0.02 -0.01 0.00
H 0.56014 3.03364 -4.12452 0.00 -0.05 0.01
H 1.32689 1.59696 -4.81389 -0.04 0.02 0.01
H -0.98652 1.89052 -5.26626 -0.02 -0.01 0.02
H -3.28003 1.44997 -5.93153 0.00 -0.02 0.02
H -4.84416 0.29305 -4.36777 -0.01 0.01 -0.01
H -4.04628 -0.39780 -2.13053 -0.02 0.02 -0.01
```
Positions in Å, forces in eV/Å.

Properties
calculated total energy = -91301.7780 eV
highest occupied orbital energy (spin up / spin down) = -11.1 / -11.1 eV
energy above the lowest of the compared OMol25 structures with the same formula, charge and spin = 155.01 kJ/mol
charge = +1
gap between HOMO and LUMO (spin up / spin down) = 5.777 / 6.018 eV
2S+1 = 2

***

Entry 2:
Below is C21H15Cl7N4O9PRuS as an isolated structure, with properties calculated with ωB97M-V/def2-TZVPD.

Geometry as XYZ:
```
59
Properties=species:S:1:pos:R:3:forces:R:3
Ru 0.07276 0.19403 -0.66405 0.01 0.07 -0.16
O 2.80308 0.22194 2.39467 0.20 -0.50 -0.12
C 1.82276 0.71975 1.69035 0.55 -0.26 -0.63
O 1.79202 0.40457 0.47265 -0.43 0.02 0.40
C 0.90217 1.61661 2.35448 -0.50 0.10 -0.08
C 1.31329 2.19087 3.54831 0.89 -0.26 -0.40
C 0.47451 3.01065 4.23982 0.03 0.12 0.56
C -0.82891 3.21041 3.83103 -0.51 -0.03 -0.34
C -1.26949 2.62063 2.67108 0.54 0.07 0.00
C -0.42415 1.79777 1.86504 -0.32 -0.10 0.13
O -0.92003 1.15412 0.85752 -0.16 0.03 -0.18
N -2.69453 2.81428 2.34338 0.67 -0.69 0.62
O -3.45965 2.72842 3.28767 -0.18 0.18 -0.24
O -2.98636 2.99032 1.19321 -0.33 0.25 -0.61
N 0.90173 3.58078 5.53327 -0.09 -0.69 -0.84
O 2.03651 3.35072 5.87977 0.22 0.20 0.26
O 0.05578 4.17924 6.14327 -0.12 0.53 0.62
H 2.33301 1.96313 3.85008 -0.32 0.30 0.38
H -1.52873 3.79844 4.40977 0.15 -0.01 0.10
Cl -1.64963 2.37157 -2.32536 0.18 -0.16 0.08
C -2.10436 1.22933 -3.52754 -0.18 -0.71 0.37
C -2.54900 1.67362 -4.73885 -0.23 0.69 -0.71
C -3.05061 0.79376 -5.68795 -0.03 -0.18 0.03
C -3.12773 -0.56705 -5.41717 0.13 0.66 -0.12
C -2.71476 -1.03324 -4.19109 0.25 0.29 -0.13
Cl -2.86378 -2.73429 -3.95748 0.13 0.01 0.37
C -2.15655 -0.15160 -3.22653 -0.31 -0.24 -0.20
S -1.67566 -0.85558 -1.74797 0.16 0.15 0.51
H -2.54369 2.73417 -4.95875 0.06 -0.04 0.09
H -3.40788 1.19025 -6.63263 0.09 -0.12 0.08
H -3.47487 -1.26583 -6.15079 -0.24 -0.16 -0.23
N 2.69460 -2.53195 1.31462 -0.48 0.81 0.50
C 1.57258 -3.20971 1.96768 -0.22 -0.19 -0.06
P 0.04655 -2.20443 1.75040 0.46 -0.32 0.08
O -0.18263 -1.17198 2.81229 0.13 -0.09 0.18
O 0.01053 -1.77057 0.30353 0.15 -0.05 -0.31
C -1.43011 -3.31130 1.96069 -0.16 -0.28 0.74
N -2.32917 -2.52514 2.90023 0.28 -0.08 -0.46
H 2.49905 -2.41262 0.34049 -0.23 0.13 -0.65
H 3.51307 -3.09013 1.36791 0.81 -0.59 0.19
H 3.18142 -0.56903 1.89698 -0.48 0.57 0.39
H 1.77752 -3.33232 3.04017 -0.11 0.07 -0.26
H 1.40560 -4.20949 1.52718 -0.19 0.20 0.22
H -1.22593 -4.29910 2.37998 0.06 0.22 0.09
H -1.93938 -3.45295 1.02583 -0.18 0.00 -0.43
H -3.09179 -2.09416 2.38135 -0.18 -0.12 0.21
H -1.67135 -1.74654 3.19099 0.12 0.31 0.28
H -2.67133 -3.02963 3.71529 -0.09 -0.08 -0.19
Cl 1.74251 2.55049 -1.71921 -0.22 0.31 0.32
C 2.09505 1.09108 -2.55965 -0.53 -0.50 0.05
C 1.30726 -0.03110 -2.27149 0.33 -0.56 -0.57
C 1.63109 -1.21759 -2.96739 -0.20 0.57 0.16
Cl 0.71256 -2.67482 -2.79719 -0.02 0.20 0.26
C 2.71187 -1.25513 -3.84342 0.31 -0.26 -0.07
Cl 3.16536 -2.74642 -4.58315 -0.03 0.18 -0.04
C 3.47698 -0.11400 -4.09409 -0.58 0.13 0.14
Cl 4.78749 -0.18315 -5.16155 0.39 0.07 -0.27
C 3.12397 1.09270 -3.48330 0.17 -0.47 0.21
Cl 4.00941 2.51722 -3.73439 0.36 0.28 -0.32
```
Positions in Å, forces in eV/Å.

Properties
calculated total energy = -156760.8952 eV
highest occupied orbital energy (spin up / spin down) = -11.5 / -11.4 eV
energy above the lowest of the compared OMol25 structures with the same formula, charge and spin = 0.00 kJ/mol
charge = +1
gap between HOMO and LUMO (spin up / spin down) = 8.249 / 5.792 eV
2S+1 = 5

***

Entry 3:
Below is C21H15ClCrIN2O2S as an isolated structure, with properties calculated with ωB97M-V/def2-TZVPD.

Geometry as XYZ:
```
44
Properties=species:S:1:pos:R:3:forces:R:3
Cr -0.22146 -0.27044 1.35369 0.33 -0.02 0.38
C -1.40950 2.40440 0.62198 -0.04 -0.01 0.04
C -1.90270 1.37085 -0.34433 -0.10 0.19 -0.35
C -2.41126 1.79158 -1.60477 0.12 -0.11 0.25
C -2.72567 0.85036 -2.52858 0.01 -0.07 -0.04
C -2.64540 -0.52784 -2.20081 -0.10 0.06 -0.22
C -3.00678 -1.53291 -3.13021 0.04 0.12 0.05
C -2.98267 -2.83763 -2.74099 0.04 -0.06 0.13
C -2.65524 -3.17549 -1.41160 -0.06 -0.13 -0.13
C -2.32443 -2.23574 -0.46275 -0.01 0.33 -0.12
S -2.33335 -2.79196 1.20787 0.01 -0.08 -0.04
C -2.23594 -0.86966 -0.89969 0.04 -0.09 0.31
N -1.79229 0.10101 -0.03682 -0.11 -0.16 0.00
H -2.05430 3.28372 0.58415 0.02 0.01 0.00
H -0.39501 2.70799 0.35233 0.00 -0.02 0.01
H -1.40694 2.02158 1.64398 0.01 -0.02 0.00
H -2.47236 2.85046 -1.81533 -0.03 -0.01 -0.03
H -3.05186 1.13279 -3.52334 0.00 -0.01 0.01
H -3.29289 -1.24231 -4.13362 -0.01 -0.01 0.00
H -3.23908 -3.62406 -3.43949 0.01 -0.01 0.01
H -2.70101 -4.21276 -1.10374 0.00 0.00 0.00
Cl 5.88065 2.55596 -0.06620 -0.06 -0.03 0.02
C 4.52017 1.74123 0.69405 0.04 0.02 -0.01
C 4.62095 1.41271 2.02715 -0.06 -0.03 0.03
C 3.55648 0.77262 2.66240 0.16 0.06 -0.11
I 3.69956 0.29192 4.68063 -0.02 -0.03 0.08
C 2.38571 0.45325 1.97750 -0.07 0.01 -0.01
O 1.33935 -0.11990 2.53388 -0.04 0.10 -0.24
C 2.32470 0.79800 0.60174 -0.20 -0.08 0.04
N 1.12818 0.45398 -0.01900 -0.08 -0.03 0.11
C 1.02920 0.70707 -1.36182 0.05 -0.03 0.02
C 2.01035 1.34723 -2.07373 0.06 -0.01 0.01
C 3.20043 1.76254 -1.45485 -0.08 -0.07 0.07
C 3.37311 1.45077 -0.07131 0.16 0.08 -0.11
H 5.51906 1.65804 2.57620 0.00 0.00 0.00
H 0.13497 0.34374 -1.85322 -0.01 0.04 -0.02
H 1.85909 1.50695 -3.13485 0.00 0.01 0.01
H 3.98200 2.26398 -2.00391 0.00 0.00 0.00
C -0.32922 -2.82976 3.07028 0.03 -0.09 0.01
C -1.08290 -1.85687 2.18943 -0.04 0.32 0.06
O -1.48659 -0.71214 2.74878 0.05 -0.20 -0.23
H -1.00397 -3.39436 3.72603 -0.02 0.03 0.01
H 0.36006 -2.25627 3.68910 0.00 0.01 -0.02
H 0.23880 -3.54461 2.47379 -0.01 0.00 0.00
```
Positions in Å, forces in eV/Å.

Properties
calculated total energy = -88978.6024 eV
highest occupied orbital energy (spin up / spin down) = -2.1 / -4.2 eV
energy above the lowest of the compared OMol25 structures with the same formula, charge and spin = 97.94 kJ/mol
charge = -1
gap between HOMO and LUMO (spin up / spin down) = 4.165 / 6.212 eV
2S+1 = 5

***

Entry 4:
Below is C21H15ClN6O6PbS as an isolated structure, with properties calculated with ωB97M-V/def2-TZVPD.

Geometry as XYZ:
```
51
Properties=species:S:1:pos:R:3:forces:R:3
Pb 0.13140 0.20650 0.70560 -1.46 -1.31 0.42
N 2.79790 0.45840 -6.52940 0.33 -0.30 1.49
C 3.03220 0.25050 -5.23750 -0.51 0.11 -1.55
C 3.96180 1.06590 -4.53250 0.86 0.57 1.31
C 4.14780 0.89710 -3.18530 0.70 0.93 -1.54
C 3.43890 -0.11190 -2.52760 -0.34 0.13 2.16
C 2.52350 -0.93350 -3.18750 -0.87 -0.83 -1.69
C 2.33970 -0.78030 -4.53580 -0.38 -0.81 1.20
S 3.52360 -0.23120 -0.74990 -0.32 0.94 0.42
O 3.22380 -1.52020 -0.25440 -0.20 -0.21 -0.43
O 4.58260 0.55160 -0.22480 0.13 -0.04 -0.41
N 2.06370 0.63580 -0.66580 1.33 -2.50 -1.08
C 1.98790 1.94790 -0.76650 -0.49 3.17 -0.11
N 0.83110 2.47010 -0.26590 0.31 -0.57 -0.24
C 0.70760 3.78410 -0.22190 -0.26 0.21 0.12
C 1.70890 4.63610 -0.66810 0.26 -0.25 -0.02
C 2.82210 4.01960 -1.23690 -0.26 0.63 0.09
N 2.92220 2.71440 -1.32000 0.71 -0.85 -0.23
H 3.27220 1.19030 -7.04150 0.04 0.03 -0.07
H 2.15540 -0.13360 -7.03770 -0.08 -0.03 -0.12
H 4.53070 1.79990 -5.08230 0.11 0.12 -0.01
H 4.86690 1.47620 -2.62800 0.03 0.11 -0.03
H 2.01160 -1.68930 -2.61240 -0.24 -0.20 -0.04
H 1.67870 -1.43610 -5.08090 -0.15 -0.07 -0.02
H -0.21420 4.16760 0.19790 -0.07 -0.01 0.01
H 1.62060 5.70640 -0.58590 -0.03 0.09 -0.05
H 3.63630 4.59300 -1.66830 -0.07 0.04 0.01
O -4.01790 -3.99870 -0.30370 0.74 -1.40 -0.53
C -4.63740 -2.92900 0.06600 -0.49 1.47 0.36
O -5.78290 -2.87810 0.43980 0.31 -0.63 -0.20
C -3.86980 -1.62960 0.06420 -0.16 0.05 0.00
C -4.45850 -0.40110 0.40300 0.44 -0.90 -0.21
Cl -6.06390 -0.10960 0.81400 0.24 0.50 0.01
N -3.47790 0.53430 0.37110 -0.53 -0.49 0.34
N -2.30160 -0.03350 0.06100 0.90 0.46 -0.37
C -2.52040 -1.32960 -0.15920 -0.30 0.07 0.15
C -1.36950 -2.17350 -0.67950 -1.90 -0.13 0.46
O -1.62230 -3.29500 -1.07880 0.59 -0.11 -0.18
O -0.24410 -1.59070 -0.67770 1.76 1.03 0.15
C -3.62320 1.93850 0.46220 0.03 0.89 -0.08
C -4.56920 2.57290 -0.33790 0.28 -0.19 0.07
C -4.67670 3.95130 -0.30340 0.05 0.06 0.13
C -3.86810 4.69770 0.54360 -0.06 -0.14 0.00
C -2.93380 4.05640 1.34770 -0.02 0.13 -0.11
C -2.79690 2.67860 1.30050 -0.20 -0.24 -0.20
H -3.07720 -3.89890 -0.65270 -0.79 0.45 0.35
H -5.19910 1.98830 -0.98870 -0.07 -0.05 -0.09
H -5.39590 4.44170 -0.93980 -0.10 0.06 -0.02
H -3.99140 5.77020 0.58980 0.07 0.04 0.02
H -2.33000 4.63320 2.03040 0.09 0.06 0.11
H -2.08770 2.16890 1.93380 0.09 -0.06 0.22
```
Positions in Å, forces in eV/Å.

Properties
calculated total energy = -71833.1332 eV
highest occupied orbital energy (spin up / spin down) = -13.8 / -13.8 eV
energy above the lowest of the compared OMol25 structures with the same formula, charge and spin = 115.27 kJ/mol
charge = +2
gap between HOMO and LUMO (spin up / spin down) = 2.504 / 2.505 eV

***

Entry 5:
Below is a 4-piece molecular cluster, C21H15F3NO5S3 overall, with properties calculated with ωB97M-V/def2-TZVPD.

Geometry as XYZ:
```
48
Properties=species:S:1:pos:R:3:forces:R:3
C 5.01473 -1.12519 -2.54298 -0.09 0.17 0.12
C 4.73615 -0.89461 -1.18918 -0.15 0.06 -0.17
C 3.59909 -0.16217 -0.81609 0.13 -0.04 0.02
C 2.76249 0.33841 -1.81003 0.31 0.25 -0.40
S 1.25008 1.27470 -1.44782 0.24 -1.27 1.50
C 0.18962 -1.28575 -0.28144 -2.19 4.44 0.36
C -1.21206 -1.09495 -0.61667 0.77 -0.01 -1.63
C -1.69890 -2.25255 -1.17796 -0.86 -0.64 -0.73
C -2.94786 -2.32068 -1.73823 -0.37 0.12 -0.03
C -3.70111 -1.14377 -1.87644 0.07 -0.36 0.36
C -3.15214 0.09138 -1.47605 -0.37 -0.73 -0.08
C -1.91686 0.11110 -0.83032 -0.07 0.35 -0.39
O 1.59472 2.63146 -1.05803 0.42 0.54 -0.09
O 0.41463 1.08987 -2.61474 -0.60 0.14 -1.26
C 3.01506 0.08971 -3.15110 0.36 -0.29 -0.19
C 4.15428 -0.61851 -3.52278 0.04 -0.12 0.25
H 5.89804 -1.70310 -2.83362 -0.31 0.24 0.13
H 5.41085 -1.28404 -0.42070 -0.31 0.11 -0.26
H 3.35238 -0.00455 0.23579 0.07 0.06 -0.24
H 0.69480 -0.32551 -0.06650 0.14 -0.23 0.79
H -0.99530 -3.08016 -1.29749 -0.79 -0.05 0.42
H -3.25844 -3.31442 -2.05428 -0.44 0.40 -0.27
H -4.71555 -1.22542 -2.27587 0.37 0.27 -0.06
H -3.70331 1.01309 -1.72461 0.47 -0.47 0.40
H -1.50621 1.09554 -0.62050 0.13 -0.46 0.17
H 2.31198 0.42220 -3.90536 0.02 0.13 0.10
H 4.35456 -0.77387 -4.58114 0.03 -0.07 0.20
F 1.77358 -1.88580 3.24585 -0.54 -0.77 -1.23
C 1.24348 -2.80955 2.45465 0.60 -0.51 0.53
F 2.12954 -3.80660 2.25993 -0.41 0.44 0.19
F 0.14143 -3.31287 3.01510 0.81 0.66 -1.01
S 0.95430 -2.64281 -0.28852 2.36 -2.53 2.02
N -0.32410 0.30458 3.54746 0.34 -1.71 -1.01
C 0.16746 0.81930 2.32398 0.45 -2.45 0.04
O 1.24393 0.55463 1.76121 -0.87 0.92 1.35
C -0.91109 1.62558 1.70314 0.14 1.33 0.90
C -2.10913 1.24705 2.28881 -1.25 1.24 0.14
C -3.15779 2.13119 2.35964 -0.07 -0.26 -0.14
C -2.97019 3.43755 1.87854 -0.25 -0.37 0.11
C -1.75415 3.82384 1.32485 -0.79 -0.08 -0.11
C -0.71553 2.91334 1.20768 0.10 -0.55 0.04
S -1.84598 -0.23731 3.24619 1.76 1.66 -0.81
O -1.99917 -1.24071 2.20602 0.40 -0.71 0.40
O -2.61261 -0.45809 4.44706 0.19 0.54 -0.22
H -4.04084 1.77831 2.88457 -0.17 0.46 -0.14
H -3.78588 4.14280 1.99129 0.12 0.11 -0.04
H -1.62415 4.84693 1.01494 0.08 0.18 -0.12
H 0.25114 3.22045 0.82177 -0.05 -0.16 0.07
```
Positions in Å, forces in eV/Å.

Properties
calculated total energy = -74400.3403 eV
highest occupied orbital energy = -4.4 eV
energy above the lowest of the compared OMol25 structures with the same formula, charge and spin = 519.79 kJ/mol
charge = -1
gap between HOMO and LUMO = 3.780 eV

***

| no. | strongest force on any atom (Eh/bohr) |
| --- | --- |
| 1 | 0.0573 |
| 2 | 0.0222 |
| 3 | 0.0098 |
| 4 | 0.0623 |
| 5 | 0.0964 |